No. 1
{"formula": "C4H8N2O", "method": "ωB97M-V/def2-TZVPD", "energy_ha": -341.68029, "de_lowest_kj_mol": 296.11, "lumo_ev": [1.06, -2.48], "orbital_gap_ev": [5.889, 6.885], "spin_multiplicity": 3, "homo_energy_ev": [-4.8, -9.4], "s2": 2.008, "elements": ["C", "C", "C", "C", "N", "N", "O", "H", "H", "H", "H", "H", "H", "H", "H"], "xyz": [[-1.6025, 0.0582, -0.1511], [0.2581, -1.6412, 0.2620], [-1.6482, 1.5713, 0.0736], [2.1557, -0.0374, -0.1361], [-0.3394, -0.4984, -0.3373], [0.8581, -0.3735, 0.4944], [-2.5623, -0.6652, -0.3275], [-0.2925, -1.8430, 1.1087], [0.7474, -2.3493, -0.4161], [-2.0046, 1.6572, 1.0160], [-2.3925, 1.9597, -0.6359], [-0.5980, 1.8074, -0.2433], [2.8932, -0.2234, 0.5526], [2.4424, -0.4012, -1.0932], [2.0851, 0.9786, -0.1668]], "nbo_charge": [0.248, -0.092, -0.607, -0.422, -0.242, -0.255, -0.272, 0.195, 0.195, 0.218, 0.204, 0.231, 0.208, 0.187, 0.204]}

=====

No. 2
{"formula": "C4H8N2O2", "method": "ωB97M-V/def2-TZVPD", "energy_ha": -416.94759, "de_lowest_kj_mol": 809.61, "lumo_ev": 0.42, "orbital_gap_ev": 8.875, "homo_energy_ev": -8.5, "elements": ["C", "C", "C", "C", "H", "H", "H", "H", "H", "H", "H", "H", "N", "N", "O", "O"], "xyz": [[-1.4705, -0.2382, -0.2824], [-0.8187, 0.9279, 0.5371], [-0.2771, -0.5998, 0.3954], [3.1426, -0.4083, 0.0388], [-3.5112, -0.1850, -0.5069], [-2.9241, -1.0885, 0.8863], [-1.4229, -0.0581, -1.3163], [-0.9494, 0.9278, 1.7028], [0.6263, 1.5494, -0.5835], [-0.4347, -1.2483, 1.2113], [3.9645, 0.3488, 0.2890], [3.6384, -1.6901, -0.1711], [-2.7708, -0.9939, -0.1292], [1.8760, 0.1527, 0.0216], [-0.4213, 1.9141, -0.2464], [0.8987, -0.7587, -0.3651]], "nbo_charge": [-0.116, 0.066, 0.029, -0.118, 0.357, 0.347, 0.219, 0.182, 0.502, 0.187, 0.202, 0.210, -0.802, -0.183, -0.700, -0.383]}

=====

No. 3
{"formula": "C4H8N2O2", "method": "ωB97M-V/def2-TZVPD", "energy_ha": -417.10850, "de_lowest_kj_mol": 387.14, "lumo_ev": 0.16, "orbital_gap_ev": 9.369, "homo_energy_ev": -9.2, "elements": ["C", "C", "O", "H", "H", "H", "H", "C", "N", "C", "N", "O", "H", "H", "H", "H"], "xyz": [[1.9052, 0.8230, 1.1493], [0.7669, 1.5115, 0.4675], [0.6040, 2.6834, 0.3373], [0.0347, 0.6651, -0.2873], [1.6945, -0.2372, 1.2849], [2.0599, 1.2233, 2.1508], [2.8016, 0.9235, 0.5382], [-1.1557, -0.6222, -0.9782], [-0.4883, -1.7983, -1.0275], [-1.0350, -0.0190, 0.6175], [-1.9072, -0.0244, -1.7972], [-0.6661, -0.7989, 1.4852], [-0.6137, -2.4270, -1.8040], [-0.1729, -2.1578, -0.1332], [-2.0038, -0.4800, -2.7044], [-1.8241, 0.7349, 0.7009]], "nbo_charge": [-0.746, 0.514, -0.480, 0.150, 0.245, 0.250, 0.253, 0.361, -0.839, 0.270, -0.720, -0.598, 0.395, 0.416, 0.343, 0.187]}